Entry 1:
The following is a DFT calculation (ωB97M-V/def2-TZVPD) of a 3-piece molecular cluster, C2H11N5 overall.

net charge = +2
HOMO-LUMO gap = 0.321 hartree
HOMO = -14.6 eV
energy relative to the best compared isomer or geometry (same formula, charge and spin) = 0.0 kcal per mole
E_LUMO = -5.84 eV

Geometry as XYZ:
```
18
C2H11N5, DFT ωB97M-V/def2-TZVPD
N -4.20123 -3.93260 -2.95215
N -0.26805 -1.88030 0.24084
N 5.64428 9.13961 5.20348
N -2.26505 -5.08669 -3.34486
N -1.89678 -3.04178 -1.25352
C -2.99133 -3.98521 -3.31714
C -1.22660 -2.39730 -0.50087
H 4.93025 9.90551 4.99137
H -2.65477 -3.10846 -3.85659
H -1.41882 -5.22974 -3.80454
H 0.71924 -2.00415 -0.13123
H 5.25559 8.14090 4.99959
H 6.49887 9.40610 4.58683
H -2.78294 -6.01553 -3.18414
H -4.55398 -3.04302 -2.67181
H -0.25520 -1.42210 1.17264
H -4.56649 -4.62247 -2.34103
H 6.03301 9.17724 6.16312
```

Entry 2:
The following is a DFT calculation (ωB97M-V/def2-TZVPD) of the molecule C11H12BrClO.

net charge = 0
HOMO-LUMO gap = 0.358 hartree
HOMO = -9.2 eV
structure (SMILES) = Cl[C@H](Br)O[C@H]1CCCc2ccccc21
energy relative to the best compared isomer or geometry (same formula, charge and spin) = 6.8 kcal per mole
E_LUMO = 0.55 eV

Geometry as XYZ:
```
26
C11H12BrClO, DFT ωB97M-V/def2-TZVPD
Br -4.26916 -0.13825 -1.09954
Cl -3.50843 1.25821 1.52248
O -1.75080 0.17247 0.22502
C 0.25498 -0.83661 -0.06394
C 0.10019 -2.16018 0.37570
C -2.84290 0.91954 -0.02580
C 1.30076 -0.06153 0.31950
C 1.61441 1.34889 -0.27667
C 2.06388 -1.87537 1.74359
C 1.01987 -2.64725 1.26458
C -0.45257 0.98932 -1.63844
C -0.91851 -0.24112 -0.85169
C 0.27078 1.97856 -0.72267
C 2.16612 -0.59117 1.30563
H -2.56146 1.84428 -0.56540
H 2.88637 -0.00799 1.87355
H 2.14456 1.90117 0.52768
H -1.40590 -0.94958 -1.51962
H -0.46108 -2.96682 -0.07489
H 2.25730 1.03578 -1.12642
H -1.36280 1.48153 -1.93396
H -0.01657 0.72031 -2.56321
H -0.37039 1.99937 0.26726
H 0.50498 2.92007 -1.15054
H 2.42703 -2.35652 2.65664
H 0.90935 -3.73713 1.53114
```

Entry 3:
The following is a DFT calculation (ωB97M-V/def2-TZVPD) of C44H31F3N5O3Pr as an isolated structure.

net charge = 0
HOMO-LUMO gap (spin up / spin down) = 0.209 / 0.210 hartree
HOMO (spin up / spin down) = -6.4 / -6.4 eV
multiplicity = 3
E_LUMO (spin up / spin down) = -0.73 / -0.74 eV

Geometry as XYZ:
```
87
C44H31F3N5O3Pr, DFT ωB97M-V/def2-TZVPD
Pr -2.13721 -0.49556 -1.89799
F -6.08617 -2.41564 -2.21207
F -4.18239 -2.31081 -1.17500
F -4.33415 -1.58324 -3.19498
O 7.48594 0.23604 7.51190
O -6.40703 0.22936 -1.36321
O -4.15289 0.27750 -1.07660
N 3.57515 0.25651 2.40458
N 0.21049 0.36456 -1.16539
N -1.65736 -0.22598 0.73319
N 2.04767 -0.01295 3.98552
N -2.24329 2.17536 -2.41247
C -1.73969 -0.44729 -6.71012
C 8.83976 0.33347 7.10844
C 2.93249 0.42983 -0.57013
C -0.01820 -0.12199 2.49344
C -5.04233 -1.65129 -2.01854
C -2.87949 -5.77481 -1.12263
C -5.27974 -0.18945 -1.42191
C 1.12185 0.53826 -2.10897
C -2.31733 -4.57228 -0.73162
C -1.39013 -3.89550 -1.54258
C -2.02921 4.51607 -1.74863
C -2.24360 3.14842 -1.44935
C 5.21909 0.14966 6.98469
C 4.43736 0.16372 4.70472
C -1.88428 4.86032 -3.10893
C -2.04511 1.45834 -4.71428
C 6.54087 0.22197 6.54631
C 2.33782 0.18378 1.83230
C -1.02311 -0.35840 3.44007
C 5.76096 0.24389 4.27650
C -2.14427 5.08153 0.59309
C -1.77555 0.12522 -4.31646
C -2.47087 2.79492 -0.10042
C -1.96957 5.46511 -0.70598
C 1.98868 0.27926 0.44998
C -1.63548 -5.69863 -3.16222
C -0.38169 -0.03762 1.12990
C -2.54219 -6.35288 -2.33970
C 4.18269 0.12022 6.07730
C -1.61404 -0.78697 -5.37036
C -0.80105 -2.60966 -1.14036
C -2.58139 -0.46633 1.64456
C 1.36411 0.01834 2.79720
C -2.31711 -0.53032 3.01212
C 3.37959 0.13535 3.69914
C -1.07303 -4.49479 -2.77350
C -2.09816 2.52358 -3.68343
C -2.41549 3.73356 0.89186
C 6.80710 0.27414 5.18066
C 2.49329 0.54891 -1.86737
C 0.62198 0.21483 0.11215
C -2.21180 1.80174 -6.06071
C -2.06555 0.85442 -7.05743
C -1.93215 3.88736 -4.05357
H -1.36004 -6.13844 -4.11400
H -2.20702 1.12645 -8.09566
H 3.98340 0.44574 -0.31393
H 5.03400 0.11955 8.05039
H -2.58847 -4.13385 0.22353
H -1.39120 -1.82701 -5.13795
H -2.97913 -7.29559 -2.64289
H -0.73437 -2.54788 -0.05013
H -3.11827 -0.71749 3.71263
H 0.20644 -2.50460 -1.56056
H 9.42395 0.35010 8.02384
H 3.18718 0.66313 -2.68762
H 0.73558 0.65994 -3.11626
H -3.58924 -6.27295 -0.47182
H -2.60039 3.44372 1.91923
H -1.78740 6.50363 -0.95644
H -3.59157 -0.61051 1.27792
H -1.80581 4.14665 -5.09249
H -2.48913 2.80731 -6.34979
H -1.73811 5.89859 -3.38283
H 9.02405 1.25319 6.54731
H 9.13847 -0.52615 6.50315
H -0.36292 -3.99347 -3.42413
H 3.16802 0.07002 6.45457
H 1.64714 -0.13316 4.89811
H -0.77806 -0.40733 4.49377
H -2.08959 5.80858 1.39293
H -2.73115 1.77713 0.12126
H -1.60288 -1.19745 -7.48019
H 5.95043 0.28196 3.21326
H 7.82125 0.33706 4.81209
```

Entry 4:
The following is a DFT calculation (ωB97M-V/def2-TZVPD) of C6H13EuO3 as an isolated structure.

net charge = 0
HOMO-LUMO gap (spin up / spin down) = 0.160 / 0.260 hartree
HOMO (spin up / spin down) = -3.9 / -6.8 eV
multiplicity = 9
energy relative to the best compared isomer or geometry (same formula, charge and spin) = 0.0 kcal per mole
E_LUMO (spin up / spin down) = 0.50 / 0.31 eV

Geometry as XYZ:
```
23
C6H13EuO3, DFT ωB97M-V/def2-TZVPD
Eu 0.23582 0.97128 1.01661
O -1.73283 0.62932 -0.04790
O 0.00678 -1.28447 0.58233
O 2.01595 0.67320 -0.10256
C -2.73379 1.63493 -0.00039
C -2.23668 -0.69272 0.12171
C 2.43180 -0.66760 0.34333
C 1.35304 -1.59300 0.00616
C 3.06583 1.56649 -0.37230
C -1.11405 -1.65200 -0.19565
H 3.69065 1.71312 0.52426
H -3.08241 -0.86093 -0.56110
H -0.86744 -1.59817 -1.26820
H 2.64210 2.53566 -0.66928
H -3.36753 1.54646 -0.89341
H 1.45993 -1.54883 -1.13600
H 2.57343 -0.59955 1.44208
H -1.43069 -2.67900 0.04196
H -3.30791 1.55276 0.93437
H -2.58556 -0.81109 1.16054
H 3.66932 1.16820 -1.20258
H -2.25758 2.62047 -0.03281
H 1.57182 -2.62454 0.30882
```

Entry 5:
The following is a DFT calculation (ωB97M-V/def2-TZVPD) of the molecule C4H10N2O.

net charge = 0
HOMO-LUMO gap (spin up / spin down) = 0.308 / 0.308 hartree
HOMO (spin up / spin down) = -8.7 / -8.7 eV
structure (SMILES) = CCNCCN=O
energy relative to the best compared isomer or geometry (same formula, charge and spin) = 122.8 kcal per mole
E_LUMO (spin up / spin down) = -0.32 / -0.32 eV

Geometry as XYZ:
```
17
C4H10N2O, DFT ωB97M-V/def2-TZVPD
O 3.07439 0.48570 -0.66833
N 2.12267 0.64047 0.10875
N -0.82221 -0.88306 -0.33259
C 0.54048 -1.22523 -0.38100
C -1.34750 0.40031 -0.72216
C 1.49931 -0.49528 0.61665
C -1.39544 1.45095 0.34824
H 1.07957 -0.11516 1.52857
H 1.11432 -1.18482 -1.29444
H -2.35413 2.02133 0.20740
H -0.44639 2.01735 0.21028
H -0.75845 0.67208 -1.53013
H -2.30980 -0.04810 -1.04727
H 2.16932 -1.32460 1.14565
H -1.21754 -1.09614 0.62119
H -1.48195 1.01055 1.31318
H 0.53335 -2.32634 -0.12399
```